Record 1
The following is a DFT calculation (wB97M-V/def2-TZVPD) of the molecule C6H12.

## Properties
E_LUMO = 1.1 eV
SMILES string = C[C@H]1[C@@H](C)[C@H]1C
Relative energy (zero: lowest compared OMol25 entry of this formula, charge and spin) = 1.140 eV
Highest occupied orbital energy = -9.6 eV

```
! RIJCOSX wB97M-V def2-TZVPD def2/J DEFGRID3
* xyz 0 1
C -1.12902 1.40661 -0.49696
C -0.18199 0.39569 -1.08647
C -0.02908 -1.01577 -0.59419
C -0.87546 -1.44017 0.58837
C 1.10467 -0.03151 -0.41439
C 1.56837 0.33354 0.98520
H -1.05031 2.34216 -1.05973
H -0.87956 1.63232 0.54382
H -2.17088 1.07323 -0.53640
H -0.08008 0.47531 -2.16849
H 0.07789 -1.79374 -1.35013
H -1.89500 -1.64762 0.24285
H -0.95279 -0.65642 1.34824
H -0.49224 -2.34193 1.07696
H 1.88848 0.00409 -1.16009
H 0.75581 0.70422 1.61684
H 2.34885 1.10083 0.96396
H 1.99235 -0.54085 1.50061
*
```



Record 2
The following is a DFT calculation (wB97M-V/def2-TZVPD) of a cluster of 2 separate species, C3H8N2O2 in total in a non-equilibrium geometry.

## Properties
E_LUMO = 0.9 eV
SMILES string = CC(C)=O.NN=O
Relative energy (zero: lowest compared OMol25 entry of this formula, charge and spin) = 4.155 eV
Highest occupied orbital energy = -9.2 eV

```
! RIJCOSX wB97M-V def2-TZVPD def2/J DEFGRID3
* xyz 0 1
C -0.52115 1.27239 1.20110
C -0.65960 -0.03790 0.41413
C -0.33318 -1.30208 1.26613
O -1.03758 -0.08484 -0.71165
H -1.48645 1.66486 0.96492
H -0.57229 1.25627 2.31312
H 0.17697 2.00732 0.87283
H -0.90905 -1.56793 2.11816
H 0.73200 -1.16847 1.60925
H -0.31049 -2.10451 0.57482
N 0.67271 0.23786 -2.31935
N 1.42543 -0.79619 -2.18516
O 2.18039 -0.73465 -1.25117
H -0.03239 0.22699 -3.00497
H 0.67467 1.13087 -1.86216
*
```



Record 3
The following is a DFT calculation (wB97M-V/def2-TZVPD) of a cluster of 8 separate species, C10H36O13 in total in a non-equilibrium geometry.

## Properties
E_LUMO = -0.1 eV
SMILES string = OCCO.OCCO.OCCO.OCCO.OCCO.O.O.O
Relative energy (zero: lowest compared OMol25 entry of this formula, charge and spin) = 1.345 eV
Highest occupied orbital energy = -9.5 eV

```
! RIJCOSX wB97M-V def2-TZVPD def2/J DEFGRID3
* xyz 0 1
O 12.11239 5.67692 -21.75861
C 12.29217 4.98098 -20.54139
C 12.68727 3.49272 -20.60974
O 11.59312 2.72043 -21.09832
H 11.52688 5.18410 -22.34643
H 13.05688 5.47100 -19.93464
H 11.32291 5.09787 -20.05186
H 12.89906 3.23955 -19.57055
H 13.57902 3.38123 -21.23133
H 11.33236 3.12201 -21.93829
O 11.95685 9.63879 -25.66913
C 11.70769 10.01280 -24.31097
C 11.71333 8.85010 -23.32929
O 10.81721 7.88570 -23.86722
H 11.42692 8.85743 -25.86567
H 12.41213 10.82701 -24.14050
H 10.71550 10.48078 -24.33240
H 11.42054 9.27611 -22.36385
H 12.70429 8.41347 -23.17671
H 10.83088 7.16624 -23.22105
O 11.92806 -0.33743 -16.87817
C 10.55323 -0.32926 -17.29059
C 10.06679 1.01014 -17.77757
O 10.16773 2.01870 -16.80331
H 12.08663 -1.15878 -16.40989
H 10.41381 -1.08872 -18.06423
H 10.03539 -0.68765 -16.39434
H 9.06084 0.88714 -18.19336
H 10.68582 1.27516 -18.64453
H 10.18765 2.90279 -17.17676
O 16.73939 5.10296 -20.58366
C 17.03587 6.43771 -20.18493
C 15.92224 7.37672 -20.64681
O 15.89253 7.21481 -22.07099
H 16.28213 5.20596 -21.43145
H 17.06628 6.48757 -19.09279
H 18.00977 6.71027 -20.60113
H 16.11941 8.40136 -20.32083
H 14.97304 7.02667 -20.22412
H 15.39194 7.96393 -22.41372
O 12.56606 0.20011 -20.49488
C 11.60918 -0.68267 -21.07987
C 10.90287 -0.19278 -22.31488
O 11.79509 0.24718 -23.32331
H 12.39159 1.13716 -20.67505
H 12.16851 -1.60097 -21.25278
H 10.91611 -0.83003 -20.24411
H 10.12897 0.57170 -22.16573
H 10.32506 -1.04089 -22.69967
H 12.48209 0.80175 -22.91594
O 14.33031 1.28775 -23.13899
H 13.96285 1.22744 -24.03204
H 15.26665 1.48012 -23.26181
O 10.71101 5.63013 -17.62892
H 11.47858 5.85697 -17.09231
H 11.06365 5.47403 -18.51849
O 10.49276 4.72551 -23.95780
H 10.95560 4.98659 -24.76407
H 9.57704 4.59521 -24.23000
*
```



Record 4
The following is a DFT calculation (wB97M-V/def2-TZVPD) of a structure of composition C8H12DyO6 in a non-equilibrium geometry.

## Properties
E_LUMO (alpha / beta) = -3.7 / -3.3 eV
Relative energy (zero: lowest compared OMol25 entry of this formula, charge and spin) = 2.099 eV
Highest occupied orbital energy (alpha / beta) = -11.7 / -10.2 eV

```
! RIJCOSX wB97M-V def2-TZVPD def2/J DEFGRID3
* xyz 1 6
O -0.77223 -0.69928 1.64500
Dy -2.44825 3.11221 2.35032
O -0.14091 1.25850 2.45040
C 0.09368 0.08971 2.20904
O 1.28467 -0.48562 2.39866
C 2.34880 0.28586 2.80956
C -0.38373 -2.03159 1.21154
C -1.56954 -2.67306 0.53971
H 0.46375 -1.92958 0.52375
H -0.06346 -2.59393 2.09603
H -1.87272 -2.11040 -0.35173
H -1.28073 -3.68522 0.22695
H -2.42163 -2.75188 1.22617
C 3.48988 -0.38751 3.13095
H 4.29184 0.15485 3.63303
H 3.43882 -1.47851 3.18210
C 3.18179 1.04417 1.55319
C 3.21892 0.54076 0.12335
O 4.24815 -0.43944 -0.02793
C 4.43406 -0.92690 -1.24218
O 3.78668 -0.64801 -2.22283
O 5.55105 -1.64413 -1.24214
H 2.56971 1.95834 1.47886
H 4.13843 1.49525 1.84215
H 3.42414 1.37933 -0.55448
H 2.26097 0.10194 -0.18528
H 5.75594 -1.91855 -2.14530
*
```